# 1
3 unconnected molecules or ions with the total composition C5H12O2 in a non-equilibrium geometry, computed with ωB97M-V with the def2-TZVPD basis set.

Structure (XYZ):
```
19
Properties=species:S:1:pos:R:3:forces:R:3:mulliken_charge:R:1
C 0.725536 -2.326646 0.565812 1.61 -0.55 -0.93 -0.96
C 0.500419 -1.100741 0.099867 -0.94 -1.26 0.90 0.02
C -0.936757 -0.646017 0.011579 -1.56 0.50 0.72 -0.99
C -1.259466 0.818385 -0.207990 0.99 -0.35 -0.83 -0.03
C -1.212515 1.800445 0.678041 -0.26 0.22 -0.57 -0.94
H 1.719055 -2.744624 0.389179 0.06 0.27 0.49 0.24
H 0.061487 -3.106333 0.905003 -0.73 0.47 0.13 0.30
H 1.382667 -0.572100 -0.227469 -0.30 0.58 -0.29 0.48
H -1.438715 -1.259463 -0.747006 0.21 0.28 -0.25 0.42
H -1.540405 -0.915822 0.900403 0.81 -0.24 0.08 0.46
H -1.403114 1.040254 -1.261806 0.03 0.49 0.01 0.25
H -1.234198 2.843308 0.378584 -0.32 -0.14 -0.05 0.22
H -1.128421 1.658366 1.733300 -0.03 -0.36 0.45 0.52
O 0.578848 -0.720161 -3.469984 -1.27 0.39 0.43 -0.66
H 1.467905 -0.803534 -3.150469 0.65 -0.07 0.31 0.32
H 0.051441 -0.414358 -2.699961 0.61 -0.33 -0.74 0.32
O 1.158562 2.428967 2.202961 -0.06 1.14 0.83 -0.65
H 0.603514 1.651935 2.295747 0.81 -0.27 -0.60 0.35
H 1.904155 2.368137 1.604201 -0.29 -0.79 -0.09 0.31
```
Forces are in eV/Å.

The energy above the lowest of the compared OMol25 structures with the same formula, charge and spin comes out at 271.81 kJ/mol. The structure (SMILES) is C=CCC=C.O.O. Its HOMO energy is -9.86 eV.



# 2
A molecular structure, C45H46BrFeGeN9O5S in a non-equilibrium geometry, computed with ωB97M-V with the def2-TZVPD basis set.

Structure (XYZ):
```
109
Properties=species:S:1:pos:R:3:forces:R:3:lowdin_spin:R:1
Fe -1.180947 -0.120687 -0.865150 0.15 0.45 0.27 2.18
C -3.867110 -2.079957 -1.176470 0.16 0.19 0.07 0.00
N -3.759344 -0.810576 -0.484259 -0.15 0.14 0.14 0.01
C -4.129255 -0.779492 0.917893 0.23 0.05 -0.20 0.00
C -2.913439 -0.821256 1.796203 -0.19 0.11 0.05 0.00
N -1.710392 -0.968582 1.357729 0.79 0.04 -0.24 0.01
C -0.890356 -1.036523 2.494922 -0.05 -0.09 -0.46 0.01
C 0.483375 -1.225726 2.588629 0.09 -0.09 -0.11 0.00
C 1.040921 -1.222105 3.851054 -0.04 -0.17 -0.06 0.00
C 0.253649 -1.045266 5.002728 -0.01 -0.01 -0.03 0.00
C -1.119717 -0.887933 4.918735 -0.02 0.04 -0.04 0.00
C -1.664702 -0.891278 3.637782 -0.36 -0.02 0.03 0.01
N -2.971439 -0.764253 3.155009 0.05 -0.04 0.43 0.00
C -2.563697 -2.806573 -1.255951 -0.25 -0.12 -0.11 0.00
N -1.403151 -2.248890 -1.289588 0.79 0.88 0.03 0.00
C -0.468834 -3.268600 -1.451585 -0.23 0.37 0.04 0.00
C 0.914543 -3.195084 -1.521711 0.05 -0.29 0.62 0.00
C 1.595892 -4.386482 -1.696768 -0.07 -0.14 0.06 0.00
C 0.918083 -5.616933 -1.799546 0.21 0.18 -0.01 0.00
C -0.458593 -5.690556 -1.716568 -0.17 -0.03 0.00 0.00
C -1.133088 -4.488551 -1.537041 -0.40 -0.02 -0.01 0.00
N -2.479280 -4.159171 -1.395960 0.12 -0.49 -0.08 0.00
H -4.178822 -1.842326 -2.193310 -0.02 0.01 -0.18 0.00
H -4.623494 -2.739937 -0.736677 -0.10 -0.07 0.11 0.00
H -4.227851 -0.101976 -1.035435 0.07 -0.03 0.00 0.00
H -4.765026 -1.630766 1.175758 -0.18 -0.14 0.09 0.00
H -4.700247 0.122907 1.134531 -0.04 0.13 -0.04 0.00
H 1.094008 -1.338703 1.695223 -0.13 -0.02 0.18 0.00
H 2.115288 -1.328417 3.966562 -0.53 0.03 -0.11 0.00
H 0.741324 -1.021244 5.973594 0.00 -0.01 -0.12 0.00
H -1.733280 -0.752588 5.802843 0.04 0.00 -0.02 0.00
H -3.787145 -0.560956 3.698235 -0.10 -0.01 0.07 0.00
H 1.405393 -2.220354 -1.429155 -1.07 -1.29 1.14 0.00
H 2.678911 -4.376631 -1.747645 -0.07 -0.03 0.02 0.00
H 1.486207 -6.529449 -1.938959 0.01 0.05 0.01 0.00
H -0.980688 -6.637880 -1.787864 0.02 0.03 0.01 0.00
H -3.259859 -4.785456 -1.435080 -0.05 -0.07 0.01 0.00
Br 2.803345 -2.015958 8.676339 0.01 0.07 -0.09 0.00
C 3.296526 -0.878102 7.204789 -0.02 0.08 -0.02 0.00
C 3.363521 0.508979 7.391211 0.07 0.01 -0.31 0.00
C 3.707370 1.340452 6.345416 -0.12 -0.26 0.00 0.00
C 4.013463 0.824920 5.025105 0.27 -0.67 0.57 0.02
C 3.903226 -0.617274 4.884120 0.31 0.24 0.59 0.00
C 3.560164 -1.429237 5.953152 0.23 0.34 -0.03 0.00
N 4.374208 1.637222 4.074172 0.07 0.29 -0.21 0.14
N 4.662460 1.102769 2.851877 0.87 0.01 0.56 0.41
C 3.698303 0.996453 1.943048 -1.59 -0.19 -1.45 0.02
C 4.077004 0.368838 0.703113 -0.15 0.58 1.51 0.13
C 3.158308 0.017915 -0.242155 -1.25 -0.40 -1.06 0.05
C 1.771647 0.347661 -0.141978 0.40 -1.40 -1.30 0.15
O 0.879626 -0.182400 -1.035888 -0.16 -0.65 5.38 0.08
C 1.415237 1.174162 0.913944 -0.79 1.45 1.94 0.07
N 0.086147 1.711575 0.952228 0.75 -0.42 -1.29 0.17
C -0.465214 2.000810 2.172609 -0.81 0.15 -0.26 0.16
C 0.304587 2.153003 3.276533 1.66 -0.20 0.18 0.06
C 1.723829 1.965353 3.199034 -1.94 1.06 1.46 0.25
C 2.283091 1.415040 2.051073 0.75 -0.92 -2.18 0.09
H 3.140109 0.929179 8.364803 -0.01 0.02 0.01 0.00
H 3.740684 2.417259 6.492391 0.05 -0.12 -0.02 0.00
H 4.126359 -1.048461 3.917120 0.02 -0.02 0.02 0.00
H 3.481638 -2.502270 5.816237 0.02 -0.01 -0.02 0.00
H 5.122114 0.101460 0.595820 -0.03 0.00 0.01 0.00
H 3.464018 -0.560049 -1.113769 0.01 0.17 0.17 0.00
H -1.545923 2.143404 2.189438 0.21 -0.05 -0.06 0.01
H -0.172549 2.404943 4.219485 0.12 0.00 -0.09 0.00
H 2.349902 2.182491 4.050094 -0.27 0.02 -0.18 0.02
C 2.970029 -3.026030 -4.474839 0.00 0.09 -0.10 0.00
C 2.375090 -1.640459 -4.427263 0.02 -0.12 -0.08 0.00
C 1.965708 -1.092160 -3.218940 0.30 0.37 -0.24 0.00
C 1.431964 0.185978 -3.149771 0.56 1.19 -2.44 0.00
C 1.313380 0.920980 -4.322987 0.27 -0.44 -0.35 0.00
C 1.674481 0.386457 -5.547152 0.01 -0.12 -0.25 0.00
C 2.207541 -0.899740 -5.590625 -0.11 0.22 -0.20 0.00
S 0.674112 2.559058 -4.221850 0.16 -0.71 -0.36 0.00
O 1.291650 3.188757 -3.101281 -0.04 0.41 0.47 0.00
O 0.775012 3.150072 -5.529172 -0.15 0.20 -0.19 0.00
N -0.904267 2.355178 -3.888908 -0.59 -0.16 -0.29 0.00
C -1.761109 1.809581 -4.977522 0.10 0.07 0.55 0.00
C -3.211853 1.676387 -4.510737 0.45 0.13 0.09 0.00
C -3.408972 0.591967 -3.455239 0.07 -0.63 0.23 0.00
O -4.527150 0.028636 -3.413976 0.32 0.27 0.32 0.00
O -2.404584 0.316762 -2.722758 -0.11 0.23 -0.01 0.01
H 3.548629 -3.233027 -3.573740 -0.01 0.01 -0.06 0.00
H 3.626719 -3.139430 -5.339374 0.01 0.00 0.00 0.00
H 2.187471 -3.785006 -4.546788 0.00 -0.02 0.04 0.00
H 2.059689 -1.675511 -2.305753 0.90 1.18 -1.59 0.00
H 1.109600 0.597775 -2.180997 0.47 0.15 -1.56 0.00
H 1.542902 0.981370 -6.444178 0.08 -0.08 0.00 0.00
H 2.495070 -1.330779 -6.544167 0.04 0.03 -0.01 0.00
H -1.043805 1.839943 -3.012094 -0.03 0.05 -0.26 0.00
H -1.422466 0.824777 -5.322957 0.19 0.04 0.09 0.00
H -1.676616 2.507923 -5.800926 -0.06 0.08 -0.19 0.00
H -3.860534 1.423349 -5.345521 -0.02 0.09 -0.14 0.00
H -3.546152 2.631088 -4.095644 -0.08 -0.03 -0.01 0.00
C -3.695526 2.909320 0.204268 -0.13 -0.25 -0.04 0.00
Ge -1.858720 3.446225 -0.308729 -0.25 0.15 0.64 -0.01
C -2.076880 4.548615 -1.918737 0.18 -0.20 -0.32 0.00
C -1.299792 4.790971 1.030912 0.06 0.19 0.00 0.00
C -0.656729 1.905475 -0.328545 -0.28 -1.20 0.54 -0.09
H -4.345435 3.782703 0.338384 0.09 -0.12 -0.03 0.00
H -3.674984 2.341271 1.145439 -0.01 0.11 -0.17 0.00
H -4.126895 2.265992 -0.579344 0.08 0.16 0.19 0.00
H -2.518055 5.497727 -1.598901 0.00 -0.10 0.00 0.00
H -2.720003 4.087104 -2.674024 0.14 0.10 0.13 0.00
H -1.100296 4.740970 -2.375729 -0.19 0.01 0.03 0.00
H -1.570441 5.791424 0.664168 0.05 -0.19 0.09 0.00
H -0.216082 4.753471 1.174907 -0.11 0.01 0.02 0.00
H -1.773094 4.636507 2.003823 0.06 -0.01 -0.08 0.00
H 0.070401 2.096439 -1.114798 0.26 0.19 0.12 0.00
```
Forces are in eV/Å.

The energy above the lowest of the compared OMol25 structures with the same formula, charge and spin comes out at 74.89 kJ/mol. As for the net charge: -2. Its HOMO energy (alpha / beta) is 0.34 / -0.69 eV. Its multiplicity is 5.



# 3
2 unconnected molecules or ions with the total composition C7H12 in a non-equilibrium geometry, computed with ωB97M-V with the def2-TZVPD basis set.

Structure (XYZ):
```
19
Properties=species:S:1:pos:R:3:forces:R:3:mulliken_charge:R:1
C -0.199085 1.328461 1.194000 0.42 0.38 0.08 -1.11
C 0.031236 1.507203 -0.104518 -0.32 0.29 0.34 0.40
C 0.391668 0.519812 -1.116827 1.57 0.92 0.05 -0.65
C 1.442201 -0.266613 -0.843094 0.12 -0.27 -0.26 -0.15
C 1.719489 -0.932528 0.469594 0.13 -0.01 0.02 -1.08
H -0.083809 0.376435 1.701057 -0.35 0.20 -0.20 0.20
H -0.461500 2.170555 1.816470 0.22 0.15 0.10 0.29
H 0.110641 2.510390 -0.516802 -0.51 0.12 0.17 0.34
H 0.167940 0.758443 -2.156213 0.32 0.25 0.18 0.50
H 2.145583 -0.432334 -1.647585 -0.19 -0.80 -0.27 0.41
H 2.464703 -1.716116 0.317786 0.00 0.10 0.12 0.35
H 2.070418 -0.267393 1.268888 -0.03 0.05 -0.16 0.32
H 0.802231 -1.414968 0.840315 0.22 0.12 -0.12 0.21
C -1.547370 -0.741110 -0.835218 -1.34 -0.87 0.24 -0.61
C -1.904660 -0.590222 0.439141 -0.63 -0.66 -0.33 -0.66
H -1.970405 -0.104148 -1.605245 0.11 0.00 0.05 0.32
H -1.013688 -1.614242 -1.181079 0.09 0.04 0.05 0.25
H -2.583012 0.195862 0.753393 0.24 -0.01 -0.01 0.26
H -1.582582 -1.287486 1.205938 -0.08 0.00 -0.06 0.40
```
Forces are in eV/Å.

The energy above the lowest of the compared OMol25 structures with the same formula, charge and spin comes out at 337.43 kJ/mol. The structure (SMILES) is C=C/C=C\C.C=C. Its HOMO energy is -8.32 eV.



# 4
C20H19N3O3S in the gas phase, computed with ωB97M-V with the def2-TZVPD basis set.

Structure (XYZ):
```
46
Properties=species:S:1:pos:R:3:forces:R:3:mulliken_charge:R:1
C 0.123306 -3.581087 -3.157269 0.20 -0.07 0.37 -0.94
C 0.725720 -4.359287 -1.991744 -0.26 -0.15 -0.35 -0.49
O 1.595359 -3.569187 -1.202506 0.19 0.15 0.12 -0.47
C 1.087045 -2.659109 -0.336464 0.00 0.20 0.23 0.69
C -0.261258 -2.468985 -0.048774 0.16 -0.29 -0.20 -0.08
C -0.654146 -1.508478 0.865093 0.09 0.15 0.18 -0.94
C 0.287890 -0.711049 1.496462 0.01 -0.25 -0.12 -0.19
N -0.123138 0.309232 2.399195 0.14 -0.38 -0.26 0.40
C 0.569117 0.632375 3.557241 -0.08 0.22 0.40 0.56
O 1.605273 0.137779 3.910961 0.14 -0.06 0.06 -0.61
C -0.220239 1.698081 4.285879 0.06 -0.03 0.12 -1.03
C -1.317574 2.103559 3.317279 0.11 0.80 -0.07 0.41
S -1.104410 3.802724 2.651814 -0.03 -0.14 0.01 -0.13
C 0.357598 3.626599 1.565038 -0.42 0.01 0.55 -0.78
C 0.028016 2.930405 0.299143 0.10 -0.10 -0.42 0.17
N -0.949245 3.252898 -0.491131 -0.15 0.51 0.33 -0.64
C -0.922517 2.343289 -1.515213 0.59 -0.51 0.03 0.55
C -1.747529 2.212303 -2.626007 0.07 -0.04 0.04 -0.82
C -1.474291 1.185505 -3.504125 -0.18 0.07 -0.12 -0.57
C -0.410731 0.303812 -3.298194 0.13 -0.12 0.01 -0.61
C 0.419496 0.412526 -2.200589 0.10 -0.11 -0.02 -0.79
C 0.147671 1.440547 -1.314401 -0.46 0.20 -0.34 0.67
N 0.742514 1.845921 -0.145863 0.03 0.20 0.05 0.11
C -1.273056 1.072270 2.208954 -0.35 0.09 0.08 -0.30
O -2.067475 0.925892 1.324171 -0.06 -0.01 0.02 -0.55
C 1.640625 -0.902708 1.224997 -0.09 -0.04 0.01 -0.02
C 2.031208 -1.868607 0.324805 -0.09 -0.14 -0.20 -0.92
H -0.489875 -2.756815 -2.800868 -0.08 0.07 -0.03 0.26
H 0.918917 -3.175481 -3.777562 0.05 0.04 -0.08 0.28
H -0.490564 -4.244038 -3.760683 -0.09 -0.05 -0.09 0.44
H -0.059354 -4.807418 -1.371034 0.11 0.01 -0.01 0.31
H 1.364173 -5.162288 -2.370441 -0.15 0.06 0.10 0.35
H -1.024808 -3.063848 -0.522671 -0.05 -0.06 -0.09 0.40
H -1.702959 -1.375458 1.070721 -0.05 0.03 0.00 0.41
H -0.619241 1.265914 5.205485 0.04 -0.06 -0.03 0.35
H 0.428287 2.527022 4.572280 -0.01 -0.10 -0.04 0.34
H -2.314024 2.139246 3.758480 0.05 -0.10 -0.07 0.43
H 1.154657 3.119604 2.111023 0.13 0.10 -0.07 0.33
H 0.648110 4.659966 1.370801 0.10 -0.08 0.03 0.45
H -2.567804 2.893767 -2.780768 -0.11 0.09 -0.02 0.46
H -2.095349 1.053929 -4.378024 -0.06 0.00 -0.07 0.39
H -0.233887 -0.479861 -4.020271 0.02 -0.07 -0.05 0.44
H 1.239695 -0.270233 -2.036690 0.07 -0.10 -0.02 0.52
H 1.543361 1.416387 0.287339 -0.11 0.07 0.00 0.25
H 2.389840 -0.316912 1.734282 0.04 0.04 0.05 0.50
H 3.075596 -2.030702 0.109850 0.13 -0.02 -0.02 0.40
```
Forces are in eV/Å.

The energy above the lowest of the compared OMol25 structures with the same formula, charge and spin comes out at 46.69 kJ/mol. The structure (SMILES) is CCOc1ccc(N2C(=O)C[C@@H](SCc3nc4ccccc4[nH]3)C2=O)cc1. Its HOMO energy is -8.26 eV.



What did the first record say?
3 unconnected molecules or ions with the total composition C5H12O2 in a non-equilibrium geometry, computed with ωB97M-V with the def2-TZVPD basis set.

Structure (XYZ):
```
19
Properties=species:S:1:pos:R:3:forces:R:3:mulliken_charge:R:1
C 0.725536 -2.326646 0.565812 1.61 -0.55 -0.93 -0.96
C 0.500419 -1.100741 0.099867 -0.94 -1.26 0.90 0.02
C -0.936757 -0.646017 0.011579 -1.56 0.50 0.72 -0.99
C -1.259466 0.818385 -0.207990 0.99 -0.35 -0.83 -0.03
C -1.212515 1.800445 0.678041 -0.26 0.22 -0.57 -0.94
H 1.719055 -2.744624 0.389179 0.06 0.27 0.49 0.24
H 0.061487 -3.106333 0.905003 -0.73 0.47 0.13 0.30
H 1.382667 -0.572100 -0.227469 -0.30 0.58 -0.29 0.48
H -1.438715 -1.259463 -0.747006 0.21 0.28 -0.25 0.42
H -1.540405 -0.915822 0.900403 0.81 -0.24 0.08 0.46
H -1.403114 1.040254 -1.261806 0.03 0.49 0.01 0.25
H -1.234198 2.843308 0.378584 -0.32 -0.14 -0.05 0.22
H -1.128421 1.658366 1.733300 -0.03 -0.36 0.45 0.52
O 0.578848 -0.720161 -3.469984 -1.27 0.39 0.43 -0.66
H 1.467905 -0.803534 -3.150469 0.65 -0.07 0.31 0.32
H 0.051441 -0.414358 -2.699961 0.61 -0.33 -0.74 0.32
O 1.158562 2.428967 2.202961 -0.06 1.14 0.83 -0.65
H 0.603514 1.651935 2.295747 0.81 -0.27 -0.60 0.35
H 1.904155 2.368137 1.604201 -0.29 -0.79 -0.09 0.31
```
Forces are in eV/Å.

The energy above the lowest of the compared OMol25 structures with the same formula, charge and spin comes out at 271.81 kJ/mol. The structure (SMILES) is C=CCC=C.O.O. Its HOMO energy is -9.86 eV.